ORCA calculation (wB97M-V/def2-TZVPD) on C28H42ClN8O9PTi as an isolated structure.

```
90
Properties=species:S:1:pos:R:3:forces:R:3
Ti 0.1058 0.9852 -0.1700 0.50 -0.05 -0.15
O -2.3899 3.7546 0.6347 0.12 -0.14 -0.01
Cl -1.3005 3.2565 -0.0813 -0.06 -0.14 0.07
O -0.7716 4.1240 -1.0470 -0.05 -0.13 0.12
O -0.2049 2.7521 0.8531 -0.40 0.25 -0.33
O -1.6217 1.8951 -0.6989 -0.29 0.70 -0.05
C 1.7802 2.4194 2.9857 -0.17 -0.14 0.08
N 2.8931 1.7305 2.3431 0.18 -0.06 0.01
C 4.2258 2.0284 2.8941 -0.02 -0.03 0.03
C 5.2776 1.8830 1.8150 0.01 -0.03 0.02
C 5.1713 0.4994 1.2105 -0.05 -0.04 0.04
N 3.7826 0.2306 0.7984 0.15 0.05 0.15
C 3.6334 -0.7384 -0.2820 -0.22 0.04 -0.02
C 2.7641 0.8779 1.3439 -0.10 0.07 -0.54
O 1.5711 0.6483 0.8339 0.29 -0.18 0.69
H 1.8116 3.4809 2.7406 -0.04 -0.02 0.01
H 1.8797 2.2929 4.0646 0.00 0.03 -0.03
H 0.8274 2.0017 2.6715 0.18 0.04 0.13
H 4.4160 1.3509 3.7313 0.01 0.04 0.00
H 4.1843 3.0440 3.2855 0.04 -0.02 -0.04
H 6.2686 2.0217 2.2431 0.00 0.01 0.00
H 5.1354 2.6441 1.0456 -0.01 -0.01 0.00
H 5.4798 -0.2739 1.9196 0.02 0.03 -0.02
H 5.7877 0.4030 0.3173 0.01 0.05 0.03
H 4.2864 -1.5822 -0.0648 0.01 -0.01 -0.07
H 3.9157 -0.2798 -1.2323 0.01 -0.04 0.03
H 2.6072 -1.1009 -0.3354 0.18 0.05 0.00
C -1.2136 -2.8146 3.5458 0.01 0.00 0.03
C -0.6884 -1.4327 3.1411 0.03 0.10 -0.05
C 0.8416 -1.5336 3.1389 -0.03 -0.08 -0.03
C -1.0805 -0.3949 4.1988 -0.03 -0.01 -0.01
P -1.3310 -0.9252 1.4165 0.00 -0.16 -0.02
C -1.1298 -2.4912 0.4915 -0.06 0.01 0.01
C 0.1655 -2.8400 0.1019 0.07 0.02 0.06
C 0.4231 -4.0302 -0.5587 -0.05 0.02 0.02
C -0.6210 -4.8938 -0.8608 -0.01 0.02 0.02
C -1.9129 -4.5586 -0.4893 0.03 0.04 -0.02
C -2.1659 -3.3698 0.1827 0.10 -0.06 0.05
C -3.1576 -0.4702 1.5522 0.04 0.05 0.01
C -4.0229 -1.3970 2.4184 -0.01 0.02 -0.03
C -3.2430 0.9328 2.1779 0.03 0.06 -0.07
C -3.7726 -0.3837 0.1444 0.06 0.12 -0.05
H -0.8088 -3.0373 4.5355 -0.01 -0.03 0.02
H -0.8712 -3.5949 2.8684 0.02 -0.01 -0.03
H -2.2941 -2.8704 3.6178 -0.05 0.01 -0.02
H 1.1594 -1.7560 4.1590 0.01 -0.04 0.00
H 1.3174 -0.6060 2.8462 0.06 0.19 -0.03
H 1.2048 -2.3431 2.5081 0.01 0.00 -0.06
H -0.5289 -0.6124 5.1148 0.01 -0.01 0.01
H -2.1371 -0.4286 4.4495 -0.01 -0.03 0.00
H -0.8382 0.6254 3.9011 0.06 0.08 -0.04
H 0.9954 -2.1728 0.3187 -0.12 -0.06 0.03
H 1.4360 -4.2875 -0.8345 0.06 -0.01 -0.02
H -0.4269 -5.8226 -1.3772 0.01 -0.04 -0.02
H -2.7324 -5.2260 -0.7139 -0.03 -0.03 -0.01
H -3.1794 -3.1559 0.4705 -0.11 0.05 0.03
H -3.7311 -1.3926 3.4654 0.03 0.03 -0.01
H -4.0557 -2.4277 2.0797 0.02 -0.07 -0.03
H -5.0426 -1.0098 2.3739 -0.03 -0.01 0.01
H -3.1012 0.9178 3.2522 0.00 0.01 0.06
H -4.2385 1.3360 1.9877 -0.02 0.01 -0.01
H -2.5273 1.6349 1.7544 -0.03 -0.07 0.03
H -3.7034 -1.3120 -0.4175 0.00 -0.03 0.01
H -3.3281 0.4143 -0.4539 -0.09 -0.16 0.13
H -4.8296 -0.1488 0.2728 -0.05 0.01 -0.02
O 3.0209 2.0637 -2.3449 -0.05 -0.08 -0.03
C 1.8377 2.1006 -2.5063 -0.09 0.10 0.28
O 0.9906 1.8514 -1.4505 0.25 -0.22 0.19
C 1.1036 2.3762 -3.7526 0.23 0.04 -0.22
C 1.8061 2.8139 -4.8783 -0.19 -0.04 -0.05
C 1.1330 3.0181 -6.0739 -0.09 -0.03 0.09
C -0.2320 2.7572 -6.1616 0.14 0.06 0.02
C -0.8864 2.3059 -5.0306 -0.14 -0.02 -0.11
C -0.2582 2.1316 -3.8213 -0.04 -0.06 0.16
N -2.3177 1.9531 -5.1069 0.36 0.10 0.03
O -2.9440 2.3523 -6.0467 -0.25 0.05 -0.24
O -2.7566 1.2592 -4.2018 -0.17 -0.19 0.17
H 2.8693 2.9917 -4.8038 0.04 0.01 0.01
H 1.6676 3.3707 -6.9437 0.01 0.00 -0.02
H -0.7788 2.8936 -7.0841 0.00 0.00 0.00
H -0.8335 1.8109 -2.9616 0.08 0.06 -0.22
N -2.6651 -1.7447 -3.5352 -0.08 0.07 0.03
N -1.4835 -1.2854 -3.0274 0.32 -0.06 0.17
N -0.3348 -1.4752 -3.6472 0.07 0.10 0.05
C 0.5223 -0.9473 -2.7937 0.12 -0.11 0.01
N -0.1014 -0.4915 -1.6993 -0.68 -0.03 -0.13
N -1.4010 -0.7288 -1.8737 0.03 0.01 -0.15
H -2.5149 -1.9037 -4.5277 -0.15 0.00 0.05
H -3.3733 -1.0330 -3.3666 -0.01 -0.06 -0.17
H 1.5841 -0.9109 -2.9608 0.06 0.02 -0.02
```
Forces are in eV/Å.

## Properties
Net charge: +2
Energy relative to the best compared isomer or geometry (same formula, charge and spin) (kcal per mole): 8.1
E (eV): -104970.940



ORCA calculation (wB97M-V/def2-TZVPD) on a 2-piece molecular cluster, C21H23FNO9S2 overall at a distorted geometry.

```
57
Properties=species:S:1:pos:R:3:forces:R:3
C 2.5039 -1.1733 -2.6639 0.06 -0.02 -0.40
C 2.5966 -0.5013 -1.3162 -1.10 0.19 0.61
O 1.2237 -0.1405 -0.9413 2.08 -0.40 -0.36
C 0.9502 0.0053 0.3881 -2.51 0.35 -0.33
C -0.4072 0.6475 0.4811 0.82 1.20 0.30
C -1.3496 0.5010 -0.6588 0.74 -0.88 1.22
C -2.0742 1.7321 -1.1833 -0.37 -0.10 -0.59
O -1.4993 -0.6073 -1.1870 -0.21 0.91 -0.24
C -0.4861 1.8230 1.3569 -0.52 -1.75 -1.53
O -1.4934 2.5057 1.5333 0.27 0.10 0.32
O 0.7036 2.1525 1.9465 -0.39 0.81 0.46
C 0.5878 3.4121 2.6064 -0.02 0.19 0.26
C 1.8105 3.6585 3.4384 0.64 -0.01 0.05
O 1.6784 -0.3573 1.2824 0.73 0.25 -0.36
H 3.4047 -1.7588 -2.8812 -0.09 0.01 0.07
H 1.6244 -1.8258 -2.7047 0.23 0.06 0.10
H 2.4061 -0.4312 -3.4598 -0.11 -0.06 0.02
H 3.0317 -1.1722 -0.5624 -0.30 0.52 -0.28
H 3.1677 0.4408 -1.3663 0.00 -0.38 0.12
H -2.2529 2.4874 -0.4152 0.23 -0.18 -0.25
H -1.4691 2.1428 -2.0159 -0.09 -0.08 0.46
H -3.0315 1.4434 -1.6376 0.17 -0.10 0.14
H 0.4861 4.2004 1.8509 -0.18 -0.05 0.10
H -0.3025 3.4328 3.2421 0.06 -0.07 -0.23
H 1.6582 4.4921 4.1259 -0.14 -0.05 0.06
H 2.0880 2.7674 4.0007 -0.08 0.01 0.11
H 2.6622 3.9301 2.8190 0.17 -0.09 -0.13
C 4.0645 -4.6221 -0.6383 0.07 0.14 0.51
C 3.3881 -5.6519 0.0268 -0.04 0.21 0.10
C 2.6847 -5.3930 1.2097 -0.04 -0.30 -0.08
C 2.6082 -4.0941 1.7148 -0.20 0.46 -0.44
S 1.7466 -3.8203 3.3044 -0.58 -0.41 -0.13
N -0.0184 -3.3708 2.8747 0.12 2.02 -0.27
F -0.0481 -1.9307 2.3468 0.09 -3.27 1.62
S -1.1651 -3.4124 4.3215 0.32 -0.32 -0.59
C -2.8260 -3.3331 3.5710 0.03 0.36 -0.31
C -3.4659 -2.1173 3.3077 -0.03 0.16 0.14
C -4.7950 -2.1098 2.8485 0.16 -0.18 0.10
C -5.4754 -3.3134 2.6227 0.37 0.05 0.24
C -4.8238 -4.5233 2.8897 0.04 0.24 0.05
C -3.5037 -4.5321 3.3544 -0.13 -0.28 0.00
O -1.0202 -4.7708 4.7811 -0.03 0.91 -0.12
O -0.9344 -2.2793 5.1726 -0.27 -0.60 -0.67
O 1.5801 -5.1512 3.8365 0.04 0.93 -0.16
O 2.3537 -2.7661 4.0625 -0.33 -0.48 -0.71
C 3.2672 -3.0597 1.0491 0.26 0.17 0.23
C 4.0674 -3.3408 -0.0741 -0.21 -0.23 0.08
H 4.6097 -4.8190 -1.5708 -0.18 0.05 0.52
H 3.4421 -6.6723 -0.3610 -0.15 0.35 0.15
H 2.2016 -6.2072 1.7405 0.03 0.15 -0.06
H -2.9371 -1.1802 3.4936 -0.16 -0.26 -0.12
H -5.3203 -1.1610 2.6987 0.39 -0.33 -0.04
H -6.5141 -3.3096 2.2640 0.55 0.02 0.20
H -5.3649 -5.4649 2.7699 0.29 0.27 -0.04
H -3.0156 -5.4781 3.5755 -0.04 0.22 -0.03
H 3.1425 -2.0354 1.4051 0.15 -0.20 0.00
H 4.7109 -2.5609 -0.5021 -0.58 -0.27 0.10
```
Forces are in eV/Å.

## Properties
Net charge: -1
Energy relative to the best compared isomer or geometry (same formula, charge and spin) (kcal per mole): 2.9
E (eV): -66452.531